The following is a quantum chemistry calculation of a 3-piece molecular cluster, C2H12N2O2 overall, from the OMol25 dataset.

Structure (XYZ):
```
18
C2H12N2O2, DFT ωB97M-V/def2-TZVPD
N 0.6563 1.8241 -1.0250
C 0.0223 1.3341 0.1802
C 0.8359 0.2936 0.9330
N -0.0233 -0.3802 1.9338
H 1.6436 1.9384 -0.8777
H 0.4375 1.2518 -1.8230
H -0.1385 2.1761 0.8723
H -0.9425 0.8809 -0.0027
H 1.7255 0.7512 1.3756
H 1.1610 -0.4522 0.2100
H -0.5503 0.3189 2.4484
H 0.5293 -0.8691 2.6258
O -0.5259 -0.6033 -2.4370
H -0.9299 -1.0919 -3.1630
H -0.6630 -1.1455 -1.6430
O -0.8556 -2.3294 -0.0787
H -0.5709 -1.6784 0.5907
H -1.8115 -2.2192 -0.1198
```

The total energy comes out at -9344.032 eV. Its spin multiplicity is 1. The HOMO energy is -8.910 eV. Its SMILES is NCCN.O.O. The maximum force comes out at 0.0169 Eh/bohr.

The following is a quantum chemistry calculation of a 4-piece molecular cluster, C2H12N2O3 overall, from the OMol25 dataset.

Structure (XYZ):
```
19
C2H12N2O3, DFT ωB97M-V/def2-TZVPD
C -0.2935 -1.0277 -1.9462
N -0.2208 0.1184 -1.0966
C -1.0059 1.2149 -1.4026
N -1.1792 2.2026 -0.5169
H -1.2513 -1.1919 -2.3553
H 0.5097 -1.0885 -2.7507
H -0.1306 -1.8666 -1.2266
H -0.1676 0.0146 -0.1444
H -1.4423 1.2470 -2.4795
H -1.7525 3.0138 -0.6724
H 3.4732 -1.2063 0.8454
H 4.8625 -1.0109 1.3611
O 4.2342 -1.8005 1.0462
H -3.2650 -3.1615 0.8875
H -2.3387 -3.2767 1.8587
O -2.3497 -3.0591 0.9391
H 0.4473 3.7835 1.6769
H -0.1829 2.4228 1.7357
O 0.4698 2.9784 2.0960
```

The total energy comes out at -11388.792 eV. Its net charge is -1. Its spin multiplicity is 2. The HOMO energy (spin up / spin down) is 1.046 / -6.137 eV. The maximum force comes out at 0.0874 Eh/bohr. Its expectation value of S² is 0.75.

The following is a quantum chemistry calculation of a 4-piece molecular cluster, C2H12N2O3 overall, from the OMol25 dataset.

Structure (XYZ):
```
19
C2H12N2O3, DFT ωB97M-V/def2-TZVPD
N -0.2363 -2.6414 -1.1030
C -0.7625 -1.3921 -0.5714
C -1.2966 -0.4616 -1.3307
N -1.8615 0.7345 -0.8129
H 0.1061 -3.3304 -0.4394
H -0.1162 -2.7732 -2.1612
H -0.7077 -1.2628 0.5095
H -1.5292 -0.5018 -2.3602
H -1.5904 1.0022 0.1644
H -2.8427 0.6085 -0.7303
O 0.3004 0.4573 3.3064
H 0.6031 1.3346 3.4769
H 1.2225 0.2503 2.9316
O 1.1651 2.0374 -0.5723
H 1.6368 2.0931 -1.4938
H 0.2955 2.4617 -0.6752
O 1.9674 0.3038 0.9749
H 2.1618 1.2656 0.6337
H 1.4846 -0.1856 0.2528
```

The total energy comes out at -11389.618 eV. Its spin multiplicity is 1. The HOMO energy is -7.705 eV. Its SMILES is N/C=C/N.O.O.O. The maximum force comes out at 0.0688 Eh/bohr.

The following is a quantum chemistry calculation of a 4-piece molecular cluster, C2H12N2O3 overall, from the OMol25 dataset.

Structure (XYZ):
```
19
C2H12N2O3, DFT ωB97M-V/def2-TZVPD
C 0.3484 1.8378 0.7152
N 1.7093 1.6976 0.2242
C 2.2632 0.5573 0.2977
N 1.6955 -0.6590 0.5603
H 0.2764 2.7976 1.2222
H -0.3133 1.8190 -0.1557
H 0.0077 1.0636 1.4097
H 3.2740 0.4573 -0.1039
H 0.7135 -0.7361 0.7965
H 2.0776 -1.5312 0.2476
O -3.4934 -0.0137 0.3309
H -4.3622 -0.2718 -0.0036
H -3.6146 -0.0034 1.2937
O 1.1711 -1.3237 -2.4920
H 0.5803 -0.9417 -1.8294
H 1.8012 -0.6040 -2.6240
O -1.0477 -1.2309 0.2174
H -1.9863 -0.9723 0.3243
H -1.1007 -1.9424 -0.4311
```

The total energy comes out at -11391.010 eV. Its spin multiplicity is 1. The HOMO energy is -8.400 eV. Its SMILES is C/N=C\N.O.O.O. The maximum force comes out at 0.0353 Eh/bohr.

We obtain energy above the lowest of the compared OMol25 structures with the same formula, charge and spin values of 16.46, 177.95, 205.58, 71.28 kJ/mol for the records listed above, in that order.